(1)
{"formula": "C38H30AuF9N6OPS", "method": "ωB97M-V/def2-TZVPD", "homo_lumo_gap_ev": [7.87, 4.49], "relative_energy_kj_mol": 0.0, "total_charge": 1, "total_energy_ev": -99151.02204, "fmax_ev_per_a": 0.3, "homo_energy_ha": [-0.384, -0.396], "spin_multiplicity": 3, "species": ["Au", "C", "N", "C", "C", "C", "C", "C", "N", "C", "C", "C", "C", "C", "C", "H", "H", "H", "H", "H", "H", "H", "H", "H", "H", "H", "C", "N", "C", "C", "O", "N", "C", "N", "H", "H", "H", "H", "H", "H", "H", "F", "C", "F", "F", "C", "C", "C", "C", "C", "C", "P", "C", "C", "C", "C", "C", "C", "C", "F", "F", "F", "C", "C", "C", "C", "C", "C", "C", "F", "F", "F", "H", "H", "H", "H", "H", "H", "H", "H", "H", "H", "H", "H", "S", "C", "N"], "positions_angstrom": [[1.102, -0.008, -1.071], [4.233, -0.990, -1.205], [3.303, 0.127, -1.167], [3.733, 1.332, -1.055], [2.812, 2.409, -0.913], [2.994, 3.765, -0.658], [1.713, 4.310, -0.508], [0.808, 3.263, -0.690], [1.471, 2.118, -0.940], [4.254, -1.734, 0.113], [4.107, -3.113, 0.155], [4.164, -3.794, 1.364], [4.375, -3.097, 2.543], [4.528, -1.716, 2.508], [4.461, -1.040, 1.301], [5.235, -0.615, -1.437], [3.939, -1.669, -2.006], [4.803, 1.539, -1.053], [3.939, 4.281, -0.587], [1.459, 5.340, -0.317], [-0.271, 3.302, -0.676], [3.957, -3.662, -0.768], [4.054, -4.871, 1.382], [4.433, -3.628, 3.484], [4.716, -1.168, 3.424], [4.577, 0.039, 1.283], [1.942, 1.091, 5.035], [1.624, 0.395, 3.808], [1.349, -1.023, 3.719], [1.093, -1.180, 2.222], [0.829, -2.235, 1.673], [1.201, 0.041, 1.617], [1.532, 0.913, 2.573], [1.736, 2.203, 2.311], [1.442, 0.592, 5.863], [1.565, 2.113, 5.005], [3.017, 1.108, 5.228], [0.464, -1.304, 4.294], [2.193, -1.638, 4.034], [1.625, 2.536, 1.364], [2.009, 2.854, 3.024], [-2.792, 4.754, -5.684], [-3.692, 4.200, -4.863], [-4.288, 5.192, -4.181], [-4.634, 3.620, -5.623], [-3.065, 3.198, -3.927], [-3.863, 2.632, -2.936], [-3.323, 1.695, -2.078], [-1.980, 1.329, -2.200], [-1.193, 1.899, -3.192], [-1.738, 2.835, -4.062], [-1.287, 0.017, -1.162], [-1.903, 0.295, 0.511], [-2.016, -0.770, 1.397], [-2.242, -0.532, 2.745], [-2.325, 0.772, 3.205], [-2.240, 1.843, 2.323], [-2.035, 1.603, 0.978], [-2.439, 1.062, 4.677], [-1.246, 1.493, 5.161], [-2.780, -0.019, 5.387], [-3.333, 2.025, 4.932], [-2.057, -1.491, -1.808], [-1.427, -2.116, -2.883], [-1.988, -3.240, -3.466], [-3.177, -3.746, -2.963], [-3.822, -3.121, -1.905], [-3.268, -1.988, -1.334], [-3.756, -5.018, -3.529], [-5.094, -4.986, -3.551], [-3.394, -6.075, -2.776], [-3.329, -5.251, -4.775], [-4.901, 2.924, -2.846], [-3.946, 1.247, -1.313], [-0.150, 1.625, -3.283], [-1.127, 3.282, -4.834], [-1.882, -1.788, 1.059], [-2.313, -1.361, 3.435], [-2.321, 2.858, 2.690], [-1.942, 2.442, 0.298], [-0.491, -1.726, -3.266], [-1.501, -3.724, -4.302], [-4.759, -3.515, -1.533], [-3.781, -1.501, -0.513], [0.239, -4.601, -0.202], [0.831, -3.227, -0.824], [1.250, -2.230, -1.263]]}



(2)
{"formula": "C38H30CuN3O4Sb", "method": "ωB97M-V/def2-TZVPD", "homo_lumo_gap_ev": [6.44, 6.48], "relative_energy_kj_mol": 300.5, "total_charge": 0, "total_energy_ev": -103727.36905, "fmax_ev_per_a": 3.7, "homo_energy_ha": [-0.303, -0.303], "spin_multiplicity": 2, "species": ["Cu", "O", "C", "C", "C", "C", "C", "C", "C", "O", "N", "N", "C", "C", "C", "C", "C", "C", "N", "H", "H", "H", "H", "H", "H", "H", "H", "H", "H", "C", "C", "C", "C", "C", "C", "Sb", "C", "C", "C", "C", "C", "C", "C", "C", "C", "C", "C", "C", "H", "H", "H", "H", "H", "H", "H", "H", "H", "H", "H", "H", "H", "H", "H", "O", "C", "O", "C", "C", "C", "C", "C", "C", "H", "H", "H", "H", "H"], "positions_angstrom": [[-3.082, 0.485, 0.936], [-2.762, -2.417, 5.313], [-2.763, -3.480, 4.416], [-2.643, -4.820, 4.873], [-2.706, -5.862, 3.973], [-2.776, -5.658, 2.550], [-2.791, -4.321, 2.096], [-2.857, -3.249, 2.990], [-3.080, -1.917, 2.432], [-2.969, -1.633, 1.203], [-3.296, -0.978, 3.396], [-3.553, 0.206, 2.817], [-3.865, 1.285, 3.540], [-3.650, 2.534, 2.942], [-3.478, 3.712, 3.667], [-2.956, 4.837, 3.050], [-2.577, 4.743, 1.686], [-2.822, 3.567, 1.031], [-3.350, 2.440, 1.605], [-3.069, -1.630, 4.689], [-2.420, -4.964, 5.914], [-2.678, -6.858, 4.416], [-2.865, -6.499, 1.871], [-2.851, -4.074, 1.044], [-4.081, 1.238, 4.588], [-3.595, 3.738, 4.769], [-2.641, 5.750, 3.615], [-2.114, 5.571, 1.074], [-2.621, 3.541, -0.044], [5.166, 0.384, 3.362], [4.936, 1.616, 2.710], [4.254, 1.613, 1.503], [3.776, 0.389, 0.951], [4.110, -0.814, 1.521], [4.756, -0.779, 2.792], [1.908, 0.679, -0.143], [2.772, 1.920, -1.707], [2.068, 2.897, -2.468], [2.625, 3.488, -3.608], [3.877, 3.188, -4.079], [4.665, 2.395, -3.251], [4.109, 1.772, -2.074], [2.281, -1.032, -1.429], [1.178, -1.769, -1.905], [1.411, -2.989, -2.567], [2.650, -3.539, -2.744], [3.680, -2.907, -2.107], [3.497, -1.642, -1.554], [5.730, 0.328, 4.307], [5.257, 2.594, 3.079], [3.937, 2.538, 1.027], [3.913, -1.823, 1.081], [5.070, -1.757, 3.214], [1.022, 3.164, -2.228], [1.973, 4.063, -4.204], [4.263, 3.727, -4.890], [5.739, 2.271, -3.501], [4.837, 1.126, -1.519], [0.136, -1.444, -1.735], [0.543, -3.433, -2.931], [2.813, -4.469, -3.277], [4.677, -3.338, -2.148], [4.374, -1.159, -1.265], [-3.057, 0.280, -0.901], [-2.015, 0.729, -1.559], [-0.990, 1.237, -1.068], [-2.098, 0.489, -3.059], [-3.397, 0.453, -3.641], [-3.493, 0.481, -4.998], [-2.377, 0.555, -5.799], [-1.147, 0.407, -5.209], [-0.995, 0.606, -3.874], [-4.288, 0.568, -2.990], [-4.530, 0.331, -5.417], [-2.441, 0.516, -6.870], [-0.274, 0.129, -5.795], [0.011, 0.675, -3.486]]}



(3)
{"formula": "C38H30I2MnN5O3S2", "method": "ωB97M-V/def2-TZVPD", "homo_lumo_gap_ev": [6.51, 6.17], "total_charge": -1, "total_energy_ev": -122681.18183, "fmax_ev_per_a": 1.0, "homo_energy_ha": [-0.155, -0.142], "spin_multiplicity": 2, "species": ["Mn", "I", "C", "C", "C", "I", "C", "O", "C", "C", "N", "C", "C", "C", "C", "C", "C", "N", "C", "H", "H", "H", "H", "H", "H", "H", "H", "H", "H", "H", "C", "C", "C", "C", "C", "C", "C", "C", "C", "C", "C", "C", "C", "C", "C", "N", "H", "H", "H", "H", "H", "H", "H", "H", "H", "H", "O", "C", "C", "C", "C", "C", "C", "C", "O", "N", "N", "C", "S", "C", "C", "S", "H", "H", "H", "H", "H", "H", "H", "H", "H"], "positions_angstrom": [[0.188, 0.529, 0.571], [6.150, 3.291, -3.125], [4.899, 2.376, -1.730], [5.044, 1.025, -1.450], [4.203, 0.417, -0.536], [4.501, -1.594, -0.086], [3.157, 1.109, 0.124], [2.334, 0.575, 0.938], [3.096, 2.507, -0.153], [2.119, 3.288, 0.665], [0.730, 2.890, 0.432], [-0.171, 3.708, 1.214], [-1.603, 3.445, 0.847], [-2.601, 4.374, 1.138], [-3.903, 4.086, 0.781], [-4.172, 2.888, 0.131], [-3.115, 2.031, -0.123], [-1.856, 2.293, 0.234], [3.932, 3.119, -1.064], [5.813, 0.444, -1.941], [2.250, 4.366, 0.474], [2.319, 3.114, 1.727], [0.519, 2.972, -0.561], [0.024, 4.789, 1.104], [-0.022, 3.461, 2.270], [-2.342, 5.300, 1.634], [-4.700, 4.787, 0.997], [-5.172, 2.620, -0.181], [-3.288, 1.090, -0.627], [3.840, 4.184, -1.243], [0.208, 1.228, 4.874], [-0.957, 0.582, 5.300], [-1.734, -0.068, 4.364], [-1.360, -0.054, 3.011], [-0.215, 0.615, 2.534], [0.558, 1.237, 3.540], [-2.114, -0.819, 1.999], [-3.117, -1.781, 2.363], [-3.745, -2.499, 1.401], [-3.433, -2.272, 0.033], [-4.061, -2.966, -1.028], [-3.739, -2.690, -2.327], [-2.783, -1.690, -2.614], [-2.161, -1.010, -1.606], [-2.458, -1.306, -0.253], [-1.788, -0.625, 0.733], [0.842, 1.716, 5.608], [-1.240, 0.580, 6.345], [-2.627, -0.578, 4.701], [1.492, 1.706, 3.249], [-3.335, -1.953, 3.405], [-4.486, -3.248, 1.660], [-4.799, -3.722, -0.786], [-4.211, -3.231, -3.136], [-2.529, -1.465, -3.642], [-1.433, -0.234, -1.809], [1.349, -3.261, -3.135], [1.312, -2.138, -3.873], [1.494, -2.250, -5.253], [1.481, -1.126, -6.056], [1.284, 0.136, -5.504], [1.093, 0.245, -4.139], [1.098, -0.872, -3.309], [0.870, -0.690, -1.853], [0.565, 0.462, -1.419], [0.949, -1.785, -1.126], [0.775, -1.514, 0.235], [1.004, -2.519, 0.979], [0.887, -2.431, 2.734], [1.886, -3.915, 2.976], [1.470, -4.933, 1.932], [1.473, -4.095, 0.328], [1.240, -2.976, -2.194], [1.653, -3.238, -5.663], [1.633, -1.233, -7.124], [1.288, 1.019, -6.129], [0.940, 1.207, -3.668], [1.709, -4.276, 3.990], [2.943, -3.663, 2.866], [0.477, -5.328, 2.154], [2.178, -5.760, 1.876]]}